# 1
The following is a DFT calculation (wB97M-V/def2-TZVPD) of a structure of composition C2H2CuF.

Computed properties:
Energy relative to the best compared isomer or geometry (same formula, charge and spin)   0.0 kJ/mol
HOMO   -0.353 Ha
HOMO-LUMO gap   0.315 Ha

Positions of all 6 atoms, in Å:
F 1.1898 -1.6619 -1.7021
C -0.5105 0.6221 -0.3355
C -0.2318 0.8562 0.8252
H -0.9860 0.2414 -1.2271
H 0.1774 1.3124 1.7143
Cu 1.2052 -1.3729 0.2904



# 2
The following is a DFT calculation (wB97M-V/def2-TZVPD) of a structure of composition C35H49KN4O3PSTe.

Computed properties:
HOMO   -0.118 Ha
Net charge   -1
HOMO-LUMO gap   0.192 Ha

Positions of all 95 atoms, in Å:
K -0.4141 0.1370 -0.3750
C 0.3922 0.4889 -3.9308
N -0.5580 1.1070 -3.0239
C -1.8389 0.4063 -3.0557
C -0.7190 2.5314 -3.1538
C -0.4474 3.1751 -4.3485
C -0.5953 4.5551 -4.4956
C -1.0458 5.2777 -3.4011
C -1.3340 4.6537 -2.1959
C -1.1751 3.2592 -2.0051
N -1.3283 2.6068 -0.8275
C -2.0766 3.1838 0.1803
C -3.3625 3.7064 -0.0322
C -4.1563 4.1822 1.0010
C -3.6839 4.1545 2.3050
C -2.4082 3.6528 2.5480
C -1.6013 3.1681 1.5210
N -0.3129 2.6253 1.7914
C 0.7887 3.3313 1.1455
C 0.0056 2.3652 3.1767
H -0.0048 0.3819 -4.9554
H 0.6487 -0.5054 -3.5634
H 1.2948 1.0981 -3.9789
H -2.2768 0.4156 -4.0662
H -2.5338 0.8898 -2.3684
H -1.7063 -0.6424 -2.7587
H -0.1086 2.5888 -5.1942
H -0.3681 5.0357 -5.4384
H -1.1666 6.3535 -3.4767
H -1.6631 5.2506 -1.3541
H -3.7376 3.7018 -1.0494
H -5.1501 4.5587 0.7859
H -4.2872 4.5193 3.1270
H -2.0325 3.6465 3.5625
H 0.9407 4.3251 1.5995
H 0.5884 3.4482 0.0831
H 1.7046 2.7531 1.2785
H 0.2131 3.2891 3.7459
H 0.9029 1.7428 3.2213
H -0.8024 1.8244 3.6647
C 2.8370 -1.0116 4.3954
C 2.8711 -1.4152 2.9260
C 3.7803 -2.6282 2.7180
C 3.2638 -0.2801 1.9986
C 2.8591 -0.3241 0.6624
C 3.1887 0.6893 -0.2205
C 3.9566 1.7819 0.1864
C 4.2752 2.8962 -0.7739
C 4.3732 1.8164 1.5084
C 4.0281 0.8058 2.4053
H 2.4551 -1.8346 5.0030
H 2.1886 -0.1494 4.5615
H 3.8350 -0.7653 4.7684
H 1.8564 -1.7086 2.6418
H 4.8155 -2.3786 2.9699
H 3.7609 -2.9666 1.6803
H 3.4654 -3.4598 3.3538
H 2.2682 -1.1593 0.3017
H 2.8344 0.6301 -1.2458
H 4.9303 2.5541 -1.5783
H 4.7705 3.7240 -0.2655
H 3.3656 3.2812 -1.2392
H 4.9564 2.6621 1.8574
H 4.3517 0.8868 3.4353
C 1.8149 -5.9755 -0.0771
C 1.2241 -5.4741 -1.3728
O 1.3727 -4.0544 -1.4296
P 0.1767 -3.0015 -1.5726
O 0.7405 -1.6659 -1.2237
Te -1.7588 -3.7026 -0.3866
O -0.1120 -2.9666 -3.1445
C -0.8437 -3.9602 -3.8721
C -1.6651 -3.2604 -4.9262
H 1.7369 -7.0640 -0.0185
H 1.2760 -5.5426 0.7668
H 2.8657 -5.6955 0.0061
H 0.1699 -5.7516 -1.4460
H 1.7479 -5.8835 -2.2391
H -1.4829 -4.5228 -3.1890
H -0.1232 -4.6506 -4.3187
H -2.4383 -2.6459 -4.4639
H -2.1476 -3.9932 -5.5769
H -1.0359 -2.6122 -5.5378
S -0.9442 -0.9911 3.2527
C -2.3354 -1.9048 3.1300
N -2.2867 -3.2574 3.0008
C -3.3514 -4.0878 2.8998
C -4.6109 -3.5946 2.9458
C -4.7514 -2.1874 3.0763
C -3.6703 -1.3756 3.1651
H -1.3546 -3.6287 2.8675
H -3.1179 -5.1315 2.7510
H -5.4595 -4.2545 2.8568
H -5.7429 -1.7507 3.0907
H -3.7636 -0.3022 3.2463



# 3
The following is a DFT calculation (wB97M-V/def2-TZVPD) of a cluster of 3 separate species, CH5NO4 in total.

Computed properties:
Energy relative to the best compared isomer or geometry (same formula, charge and spin)   741.4 kJ/mol
HOMO (spin up / spin down)   -0.353 / -0.333 Ha
HOMO-LUMO gap (spin up / spin down)   0.343 / 0.315 Ha

Positions of all 11 atoms, in Å:
C -0.1762 -0.3027 -0.0111
N 1.7585 -0.6614 0.5281
O -1.9864 0.8146 -0.5303
O 0.0984 0.9265 -0.0991
O -2.2233 0.6373 -1.8783
O 2.0631 -0.3969 1.8264
H -2.4299 1.5321 -2.1957
H 1.4906 -0.9727 2.3583
H 2.2594 0.0686 0.0112
H -0.2041 -0.9382 -0.9031
H -0.6500 -0.7073 0.8935



# 4
The following is a DFT calculation (wB97M-V/def2-TZVPD) of an isolated molecule of C3H7NO.

Computed properties:
Energy relative to the best compared isomer or geometry (same formula, charge and spin)   294.7 kJ/mol
HOMO   -0.358 Ha
HOMO-LUMO gap   0.390 Ha

Positions of all 12 atoms, in Å:
C 0.8483 0.2770 0.7737
C -0.5923 0.8144 -0.0894
N -1.0316 -0.1431 -1.0896
C -0.3413 -1.2273 -0.4273
O -0.8047 -1.8896 0.4589
H 0.6623 0.8353 1.6735
H 1.7090 0.6361 0.2108
H 1.2114 -0.7106 1.1849
H -0.3698 1.8086 -0.5150
H -1.3728 0.8817 0.6702
H -0.5848 0.0534 -1.9886
H 0.6663 -1.3359 -0.8621



# 5
The following is a DFT calculation (wB97M-V/def2-TZVPD) of an isolated molecule of C4H3ClF2.

Computed properties:
Energy relative to the best compared isomer or geometry (same formula, charge and spin)   576.7 kJ/mol
HOMO   -0.346 Ha
HOMO-LUMO gap   0.290 Ha

Positions of all 10 atoms, in Å:
C -0.4171 0.1839 -0.9115
C 1.4532 -0.4917 0.8473
C 0.8061 0.5512 -0.0266
C -1.5279 -0.2026 -0.1085
F 1.6910 1.1912 -0.8739
F 0.5053 1.4895 0.9060
Cl 2.6169 -1.3120 0.0689
H -2.4665 -0.1513 -0.6692
H -1.6501 -0.0733 1.0640
H -1.0111 -1.1850 -0.2965